An isolated molecule of C7H7NO in a non-equilibrium geometry. Source: the Open Molecules 2025 dataset; level of theory: the ωB97M-V functional and the def2-TZVPD basis.

Results
Structure (SMILES) ... N[C@@]12C=CC=C1OC=C2
Electronic energy ... -10904.6300 eV
HOMO ... -8.1 eV
Gap between HOMO and LUMO ... 8.73 eV
2S+1 ... 1

CARTESIAN COORDINATES (ANGSTROEM)
C 0.4414 -0.3244 -0.1362
C 1.2150 0.9048 0.3223
C 0.8237 1.1497 1.4721
C -0.7085 -0.1064 0.7423
C -1.7916 0.0841 0.0752
C -1.5173 -0.0680 -1.3556
C -0.1308 0.0889 -1.5465
H 0.3768 -2.2674 -0.1785
H 1.7584 -1.4317 0.6750
H 2.4075 1.0106 0.0894
H 1.1632 1.7949 2.2683
H -2.8155 0.2250 0.3670
H -2.3839 0.0007 -1.9794
H 0.3667 0.0384 -2.4720
N 1.1351 -1.5236 -0.3371
O -0.3400 0.4244 1.9936

Electronic structure analysis, Mulliken charges in units of e: number 1, C, carries 1.449; number 2, C, carries -0.886; number 3, C, carries -0.107; number 4, C, carries -0.170; number 5, C, carries -0.473; number 6, C, carries -0.403; number 7, C, carries -1.088; number 8, H, carries 0.367; number 9, H, carries 0.409; number 10, H, carries 0.239; number 11, H, carries 0.437; number 12, H, carries 0.443; number 13, H, carries 0.434; number 14, H, carries 0.399; number 15, N, carries -0.650; number 16, O, carries -0.400

A cluster of 2 separate species, C7H7NO2 in total in a non-equilibrium geometry. Source: the Open Molecules 2025 dataset; level of theory: the ωB97M-V functional and the def2-TZVPD basis.

Results
Electronic energy ... -12952.1192 eV
HOMO ... -8.9 eV
Gap between HOMO and LUMO ... 8.02 eV
2S+1 ... 1

CARTESIAN COORDINATES (ANGSTROEM)
C 1.0839 -0.7554 4.1461
C -0.2238 -0.4219 -1.2461
C -0.0224 0.9388 -0.5661
C -1.1632 -0.1788 -2.3866
C -1.4571 1.3005 -2.3391
C 1.6626 -0.6790 1.8059
C 1.3149 -0.0866 2.9402
N 0.7884 -1.3295 5.1300
O 0.1530 -1.4666 -0.8854
O -0.7181 1.7623 -1.1780
H -0.7099 -0.6654 -3.3510
H -2.1620 -0.7687 -2.1341
H -0.9032 1.8818 -3.1694
H -2.5923 1.4536 -2.5007
H 1.7752 -1.7556 1.8197
H 2.0352 -0.1504 0.9336
H 1.1388 0.9208 2.9809

Electronic structure analysis, Mulliken charges in units of e: number 1, C, carries 0.224; number 2, C, carries 0.525; number 3, C, carries -0.318; number 4, C, carries -0.275; number 5, C, carries -0.387; number 6, C, carries -0.593; number 7, C, carries -0.183; number 8, N, carries -0.401; number 9, O, carries -0.446; number 10, O, carries -0.150; number 11, H, carries 0.291; number 12, H, carries 0.204; number 13, H, carries 0.252; number 14, H, carries 0.293; number 15, H, carries 0.266; number 16, H, carries 0.320; number 17, H, carries 0.379

An isolated molecule of C7H7NO3S2 in a non-equilibrium geometry. Source: the Open Molecules 2025 dataset; level of theory: the ωB97M-V functional and the def2-TZVPD basis.

Results
Electronic energy ... -36669.4607 eV
HOMO (alpha / beta) ... -9.0 / -9.0 eV
Gap between HOMO and LUMO (alpha / beta) ... 4.92 / 4.91 eV
2S+1 ... 1

CARTESIAN COORDINATES (ANGSTROEM)
C 1.4476 -1.6207 -3.0999
C 2.0167 -2.8293 -2.7550
C 0.8748 -1.0453 -1.9515
C 1.1857 -1.6336 -0.7460
C 0.6386 -1.2385 0.6152
C -1.1679 1.2930 1.1689
C 0.2473 0.9758 1.7076
N 0.9485 0.0309 0.8530
O -0.0821 -2.0423 1.2448
O 0.8688 1.5400 -2.8156
O -1.2080 0.2350 -2.7998
S 1.9386 -3.1200 -1.0875
S 0.0012 0.6158 -2.1512
H 1.1058 -1.2368 -4.0487
H 2.6639 -3.5806 -3.1542
H -1.5370 2.1307 1.7410
H -1.2355 1.3909 -0.0275
H -1.7799 0.4641 1.3136
H 0.8557 1.9205 1.7023
H 0.1503 0.7810 2.7798

Electronic structure analysis, Mulliken charges in units of e: number 1, C, carries -0.912; number 2, C, carries -0.268; number 3, C, carries 0.109; number 4, C, carries 0.610; number 5, C, carries 0.528; number 6, C, carries -0.839; number 7, C, carries -0.405; number 8, N, carries -0.378; number 9, O, carries -0.612; number 10, O, carries -0.480; number 11, O, carries -0.422; number 12, S, carries -0.064; number 13, S, carries 0.941; number 14, H, carries 0.383; number 15, H, carries 0.407; number 16, H, carries 0.376; number 17, H, carries 0.079; number 18, H, carries 0.318; number 19, H, carries 0.302; number 20, H, carries 0.325